{
  "formula": "C2H4S2",
  "method": "ωB97M-V/def2-TZVPD",
  "elements": ["H", "H", "H", "S", "H", "S", "C", "C"],
  "positions_angstrom": [[-1.74211, -0.68976, 0.27553], [-1.60907, 0.96477, -0.83201], [-0.74456, -0.77959, -1.16386], [1.82836, -0.89623, -0.16153], [0.57445, 0.05384, 1.74856], [2.09501, 1.20081, -0.08513], [0.81038, 0.26322, 0.69422], [-1.21246, -0.11706, -0.47578]],
  "orbital_gap_ha": [0.2312, 0.2558],
  "fmax_ev_per_a": 4.311,
  "homo_ev": [-6.659, -8.559],
  "s_squared": 2.01,
  "spin_multiplicity": 3
}

{
  "formula": "C3H6N2O2",
  "method": "ωB97M-V/def2-TZVPD",
  "elements": ["N", "C", "C", "O", "H", "H", "C", "N", "O", "H", "H", "H", "H"],
  "positions_angstrom": [[2.89012, -0.56531, 0.09839], [0.70732, 0.31864, 0.03005], [-2.35501, -0.32784, 0.43004], [0.23046, -0.82385, -0.21858], [2.52922, -1.15968, 0.84504], [0.08200, 2.24712, -0.10418], [-1.48767, 0.15868, -0.43577], [-0.17721, 1.27419, -0.01496], [2.02642, 0.59088, 0.06138], [-3.39208, -0.39900, 0.13331], [-1.70606, 0.45146, -1.44898], [2.70800, -1.06862, -0.77335], [-2.05551, -0.69668, 1.39759]],
  "orbital_gap_ha": 0.3494,
  "fmax_ev_per_a": 2.859,
  "homo_ev": -8.692,
  "spin_multiplicity": 1,
  "smiles": "C=CNC(=O)ON"
}

{
  "formula": "C9H22GaINO10S2",
  "method": "ωB97M-V/def2-TZVPD",
  "elements": ["S", "H", "H", "C", "O", "O", "S", "C", "H", "H", "H", "H", "O", "H", "H", "H", "C", "C", "H", "H", "H", "C", "Ga", "H", "C", "O", "O", "H", "H", "H", "O", "H", "N", "H", "H", "C", "C", "O", "C", "O", "O", "I", "H", "O", "H", "H"],
  "positions_angstrom": [[-0.13951, -2.54217, -2.76576], [0.86943, 0.76776, 1.68224], [1.00292, -0.33691, -4.30881], [1.23668, -2.42177, -4.85522], [1.96307, 3.97144, -1.23039], [-0.64614, -1.48018, -3.87182], [3.08711, 3.00006, -0.64433], [0.47685, -2.59330, 2.27082], [-2.66620, -0.02366, 3.90280], [3.25821, 5.77058, 0.38815], [2.27394, 5.24105, 1.77314], [-2.38639, -1.45668, 2.87513], [2.51464, 1.73018, -0.38522], [2.26250, -2.23985, -5.16756], [1.95600, -0.70788, 0.14440], [-2.78052, 0.75833, 1.12586], [0.42165, -1.14854, -4.75458], [0.27910, -0.10118, 2.01766], [0.02427, -0.82673, -5.71404], [1.16475, -3.43599, 2.36360], [-0.27671, -2.86095, 1.53098], [2.58552, 4.99584, 0.76168], [-5.08206, -1.73664, 1.65947], [-1.66978, 1.31392, 2.41578], [1.41558, 4.77456, -0.17473], [0.23167, -1.85912, -1.58584], [3.28587, 3.74612, 0.75561], [-5.83385, -2.82082, 2.56370], [-0.80296, 0.26157, 0.37154], [-6.15783, -0.96116, 0.75753], [-1.02810, -3.64383, -2.77778], [-0.00907, -2.42394, 3.23271], [-0.94428, -0.25648, 1.22940], [0.06470, 0.01747, 3.08245], [0.76953, -3.13916, -5.53510], [-2.07964, 0.43309, 1.89417], [1.18338, -1.32983, 1.81368], [1.21943, -2.96493, -3.53921], [-2.83841, -0.45553, 2.90286], [4.25815, 3.14476, -1.43152], [-4.22127, -0.44227, 2.70600], [-3.44154, -2.94864, 0.02873], [1.01630, 5.69976, -0.57973], [1.43458, -1.47302, 0.41204], [0.61432, 4.21119, 0.30731], [2.13410, -1.20653, 2.35220]],
  "orbital_gap_ha": 0.2258,
  "fmax_ev_per_a": 1.345,
  "homo_ev": -4.351,
  "charge": -1,
  "spin_multiplicity": 1
}

{
  "formula": "C5H13N2",
  "method": "ωB97M-V/def2-TZVPD",
  "elements": ["H", "H", "H", "C", "H", "N", "H", "H", "C", "H", "H", "H", "H", "N", "C", "C", "H", "H", "C", "H"],
  "positions_angstrom": [[1.76838, 1.78810, -1.97515], [0.48284, 0.56176, 2.32244], [1.87737, 1.70804, -0.21297], [0.52524, -0.48667, 2.02869], [0.74068, 2.80648, -0.98595], [0.12062, 0.82331, -0.99980], [-0.70955, 1.15327, -1.47392], [-1.77579, 0.86786, 1.79662], [-1.76905, -0.10982, 1.33685], [-0.17573, -2.41192, -1.95889], [0.68833, -1.06849, 2.93063], [-0.73501, -1.70813, 0.86392], [1.28782, -0.61569, 1.27197], [-0.76672, -0.86925, 1.45387], [0.41594, -0.49180, -1.32087], [-0.47611, -1.41708, -1.67210], [-2.66052, -0.46058, 0.83487], [1.46932, -0.74501, -1.27163], [1.19151, 1.82040, -1.05047], [-1.49959, -1.14478, -1.91809]],
  "orbital_gap_ha": 0.2800,
  "fmax_ev_per_a": 0.894,
  "homo_ev": -12.298,
  "charge": 1,
  "spin_multiplicity": 1
}

{
  "formula": "C4H10ClN",
  "method": "ωB97M-V/def2-TZVPD",
  "elements": ["H", "H", "C", "H", "H", "Cl", "H", "H", "C", "H", "C", "H", "H", "H", "C", "N"],
  "positions_angstrom": [[-0.15958, -0.47259, -1.68660], [-1.36646, 0.20657, -0.68002], [0.62603, 0.30727, 0.11908], [1.66511, 2.18502, -0.03264], [-0.20034, 1.99170, -0.65671], [2.15021, -0.77243, -0.00367], [-1.34255, -1.56568, 0.95916], [-1.63053, -2.30864, -0.64414], [0.86054, 1.61156, -0.68087], [0.30725, -0.10335, 2.10014], [-0.45376, -0.41248, -0.58896], [1.10358, 1.49988, -1.67777], [1.19350, 1.18309, 1.64297], [0.04563, -2.36672, 0.28927], [-0.80508, -1.77164, 0.01283], [0.42135, 0.65446, 1.47023]],
  "orbital_gap_ha": 0.3976,
  "fmax_ev_per_a": 4.387,
  "homo_ev": -9.840,
  "spin_multiplicity": 1,
  "smiles": "CC[C@@](C)(N)Cl"
}

{
  "formula": "C11H18F6N5O3W",
  "method": "ωB97M-V/def2-TZVPD",
  "elements": ["N", "H", "H", "N", "O", "C", "H", "F", "H", "F", "H", "C", "C", "C", "C", "O", "F", "C", "N", "H", "H", "H", "C", "H", "H", "F", "H", "H", "N", "C", "H", "C", "H", "F", "H", "N", "W", "C", "H", "H", "O", "F", "C", "H"],
  "positions_angstrom": [[-0.18166, 0.83827, 1.81290], [0.77664, -1.86908, -1.77270], [4.62172, -0.54798, 0.15464], [2.06115, 0.35985, 2.20769], [-0.58208, -1.84981, 1.19871], [3.55793, -0.52296, 0.39793], [3.53771, -2.40822, -0.60197], [-1.74433, -0.20347, -2.61219], [3.93597, -0.43384, 2.53643], [-3.17205, 0.03375, 0.43312], [0.78440, 2.59210, 0.27281], [3.05091, -1.96978, 0.27010], [1.17309, 1.11028, 1.60540], [3.46262, 0.16302, 1.75940], [-3.44156, 1.40035, -0.05401], [1.17764, -2.37948, 2.51448], [-4.70219, 1.45091, -0.32433], [0.76508, -2.19895, 1.42835], [-2.72493, -3.32665, -1.34859], [3.97711, 1.12457, 1.75593], [-3.27348, -4.11917, -1.66527], [-1.64005, 3.11618, -2.47569], [1.54851, -2.25057, 0.12732], [1.73418, -0.24831, 2.94715], [3.38392, -2.56609, 1.12320], [-3.08444, 1.23736, -3.55452], [-0.34140, 0.30314, 2.66524], [-3.35698, 3.32596, -2.11308], [0.83992, -1.36722, -0.88752], [-2.39575, 3.01901, -1.69791], [2.44938, 2.36402, 0.64607], [-2.47404, 1.58415, -1.24040], [-2.15028, 3.67194, -0.86256], [-3.13499, 2.16562, 0.96381], [3.13812, 0.12950, -0.37749], [1.49882, 2.02380, 0.70375], [-1.13198, -0.71030, -0.18864], [-2.85796, 0.61981, -2.43401], [1.43656, -3.27825, -0.23004], [1.43592, -0.55935, -1.08327], [-1.21891, 1.12881, -0.68869], [-3.86451, -0.19714, -2.15220], [-2.11332, -2.43142, -0.98580], [-0.76046, 1.67565, 1.82644]],
  "orbital_gap_ha": [0.2866, 0.2880],
  "fmax_ev_per_a": 1.080,
  "homo_ev": [-19.809, -19.714],
  "charge": 3,
  "spin_multiplicity": 1
}

Please write out number 6 again, unchanged.
{
  "formula": "C11H18F6N5O3W",
  "method": "ωB97M-V/def2-TZVPD",
  "elements": ["N", "H", "H", "N", "O", "C", "H", "F", "H", "F", "H", "C", "C", "C", "C", "O", "F", "C", "N", "H", "H", "H", "C", "H", "H", "F", "H", "H", "N", "C", "H", "C", "H", "F", "H", "N", "W", "C", "H", "H", "O", "F", "C", "H"],
  "positions_angstrom": [[-0.18166, 0.83827, 1.81290], [0.77664, -1.86908, -1.77270], [4.62172, -0.54798, 0.15464], [2.06115, 0.35985, 2.20769], [-0.58208, -1.84981, 1.19871], [3.55793, -0.52296, 0.39793], [3.53771, -2.40822, -0.60197], [-1.74433, -0.20347, -2.61219], [3.93597, -0.43384, 2.53643], [-3.17205, 0.03375, 0.43312], [0.78440, 2.59210, 0.27281], [3.05091, -1.96978, 0.27010], [1.17309, 1.11028, 1.60540], [3.46262, 0.16302, 1.75940], [-3.44156, 1.40035, -0.05401], [1.17764, -2.37948, 2.51448], [-4.70219, 1.45091, -0.32433], [0.76508, -2.19895, 1.42835], [-2.72493, -3.32665, -1.34859], [3.97711, 1.12457, 1.75593], [-3.27348, -4.11917, -1.66527], [-1.64005, 3.11618, -2.47569], [1.54851, -2.25057, 0.12732], [1.73418, -0.24831, 2.94715], [3.38392, -2.56609, 1.12320], [-3.08444, 1.23736, -3.55452], [-0.34140, 0.30314, 2.66524], [-3.35698, 3.32596, -2.11308], [0.83992, -1.36722, -0.88752], [-2.39575, 3.01901, -1.69791], [2.44938, 2.36402, 0.64607], [-2.47404, 1.58415, -1.24040], [-2.15028, 3.67194, -0.86256], [-3.13499, 2.16562, 0.96381], [3.13812, 0.12950, -0.37749], [1.49882, 2.02380, 0.70375], [-1.13198, -0.71030, -0.18864], [-2.85796, 0.61981, -2.43401], [1.43656, -3.27825, -0.23004], [1.43592, -0.55935, -1.08327], [-1.21891, 1.12881, -0.68869], [-3.86451, -0.19714, -2.15220], [-2.11332, -2.43142, -0.98580], [-0.76046, 1.67565, 1.82644]],
  "orbital_gap_ha": [0.2866, 0.2880],
  "fmax_ev_per_a": 1.080,
  "homo_ev": [-19.809, -19.714],
  "charge": 3,
  "spin_multiplicity": 1
}

Please write out number 4 again, unchanged.
{
  "formula": "C5H13N2",
  "method": "ωB97M-V/def2-TZVPD",
  "elements": ["H", "H", "H", "C", "H", "N", "H", "H", "C", "H", "H", "H", "H", "N", "C", "C", "H", "H", "C", "H"],
  "positions_angstrom": [[1.76838, 1.78810, -1.97515], [0.48284, 0.56176, 2.32244], [1.87737, 1.70804, -0.21297], [0.52524, -0.48667, 2.02869], [0.74068, 2.80648, -0.98595], [0.12062, 0.82331, -0.99980], [-0.70955, 1.15327, -1.47392], [-1.77579, 0.86786, 1.79662], [-1.76905, -0.10982, 1.33685], [-0.17573, -2.41192, -1.95889], [0.68833, -1.06849, 2.93063], [-0.73501, -1.70813, 0.86392], [1.28782, -0.61569, 1.27197], [-0.76672, -0.86925, 1.45387], [0.41594, -0.49180, -1.32087], [-0.47611, -1.41708, -1.67210], [-2.66052, -0.46058, 0.83487], [1.46932, -0.74501, -1.27163], [1.19151, 1.82040, -1.05047], [-1.49959, -1.14478, -1.91809]],
  "orbital_gap_ha": 0.2800,
  "fmax_ev_per_a": 0.894,
  "homo_ev": -12.298,
  "charge": 1,
  "spin_multiplicity": 1
}